The following is a DFT calculation (ωB97M-V/def2-TZVPD) of C5H9O3Sr as an isolated structure at a distorted geometry.

The energy above the lowest of the compared OMol25 structures with the same formula, charge and spin is 455.0 kJ/mol. For the strongest force on any atom, the calculation gives 0.1062 hartree/bohr. For the gap between HOMO and LUMO, the calculation gives 0.1333 Eh. As for the HOMO energy: -9.728 eV.

```
! RIJCOSX wB97M-V def2-TZVPD def2/J DEFGRID3
* xyz 1 1
O 1.220 1.455 -0.878
C 0.837 0.512 0.039
C 1.853 -0.626 0.131
O 1.068 -1.772 0.441
C 0.110 -1.819 -0.545
C -1.235 -1.905 -0.209
O -0.809 0.354 0.253
C -1.719 1.331 0.666
Sr 1.718 3.653 -1.516
H 0.941 0.998 1.036
H 2.576 -0.431 0.932
H 2.410 -0.835 -0.796
H 0.401 -1.720 -1.597
H -1.511 -2.270 0.786
H -1.930 -1.730 -1.036
H -1.709 2.220 0.019
H -2.744 0.945 0.577
H -1.475 1.638 1.698
*
```

Atomic partial charges in e from the Löwdin method, atoms 1 to 6:
1 O -0.48
2 C -0.35
3 C -0.15
4 O -0.10
5 C -0.25
6 C 0.06